(1)
Computed, not measured: a 16-piece molecular cluster, H30NO18 overall at a distorted geometry, with ωB97M-V/def2-TZVPD.

Geometry as XYZ:
```
49
Properties=species:S:1:pos:R:3:forces:R:3:mulliken_charge:R:1
N -0.372 0.083 -0.009 5.06 1.70 0.04 0.50
O -0.877 0.888 0.776 -1.43 -0.30 -0.41 -0.52
O -0.490 0.238 -1.259 -1.14 -0.80 0.81 -0.54
O 0.648 -0.578 0.386 -2.21 -0.16 -0.69 -0.24
O 1.909 2.297 -0.672 0.33 -0.23 -2.92 -0.67
H 2.317 2.247 0.142 1.86 -0.41 2.77 0.33
H 1.075 2.625 -0.430 -2.22 0.66 0.23 0.18
O 2.437 -3.184 0.076 0.10 -0.30 -0.23 -0.83
H 2.995 -2.414 0.239 0.42 0.01 0.43 0.48
H 2.010 -2.958 -0.758 -0.17 -0.11 -0.43 0.38
O 3.105 0.073 -1.799 -0.05 -0.09 -0.09 -0.64
H 2.497 0.715 -1.425 -0.53 0.15 0.47 0.19
H 3.348 0.549 -2.587 0.52 -0.06 -0.63 0.32
O 0.794 -2.254 -2.021 -0.27 -0.01 -0.60 -0.64
H 0.472 -2.219 -2.928 0.24 -0.32 -0.02 0.28
H 0.383 -1.468 -1.641 0.20 0.15 0.37 0.25
O 1.678 -1.531 2.738 0.33 0.19 -0.94 -0.71
H 1.138 -1.261 1.959 0.10 -0.29 0.66 0.52
H 1.184 -1.244 3.495 -0.45 0.16 0.51 0.30
O 0.559 3.669 1.854 -2.95 -0.14 0.87 -0.64
H -0.012 3.390 1.090 1.33 0.59 0.59 0.40
H 1.477 3.710 1.777 1.83 -0.15 -0.93 0.26
O -0.036 -3.602 0.971 1.36 0.24 0.38 -0.86
H 0.919 -3.329 0.813 -0.70 -0.70 0.64 0.50
H -0.414 -3.210 0.194 -0.89 0.16 -0.96 0.37
O -2.415 0.576 2.911 0.27 -0.24 2.08 -0.71
H -1.850 1.004 2.288 0.53 0.52 -0.66 0.38
H -1.790 0.491 3.672 -0.99 -0.16 -0.71 0.34
O -2.971 2.899 1.486 1.42 -0.46 1.14 -0.56
H -2.782 2.098 1.011 0.42 -0.90 0.06 0.25
H -3.638 3.238 0.956 -2.12 1.55 -1.32 0.29
O -0.754 1.279 -3.693 1.07 0.74 -0.73 -0.70
H -0.718 0.962 -2.799 -0.48 -0.47 1.03 0.50
H 0.165 1.607 -3.727 -0.51 -0.05 -0.58 0.33
O -1.823 -1.967 2.331 -0.02 -1.99 0.60 -0.69
H -1.103 -2.392 1.836 0.17 -0.26 0.02 0.40
H -1.892 -1.076 2.073 -0.20 1.67 -0.31 0.32
O -0.895 3.592 -0.387 0.08 -0.07 -0.66 -0.66
H -0.464 3.812 -1.224 -0.21 -0.01 0.04 0.29
H -1.363 2.758 -0.537 0.11 0.00 0.03 0.26
O -1.959 -2.385 -0.700 2.16 -0.61 -0.73 -0.57
H -2.162 -1.644 -1.262 -0.78 0.36 -0.26 0.33
H -2.650 -2.570 -0.112 -1.55 -0.08 1.28 0.28
O 3.760 -0.904 0.829 -0.55 0.71 -0.87 -0.79
H 3.142 -0.796 1.546 -0.13 -0.42 1.68 0.43
H 3.143 -0.566 0.155 0.92 -0.02 -0.61 0.35
O -2.852 -0.605 -2.525 -1.11 -2.41 -1.28 -0.69
H -2.077 -0.829 -3.057 -0.05 0.91 0.26 0.32
H -2.796 0.188 -2.051 0.90 1.78 0.56 0.32
```
Forces are in eV/Å.

LUMO = 2.05 eV
E = -1427.0340 Ha
Kohn-Sham gap = 0.337 hartree
total charge = -1

(2)
Computed, not measured: a 15-piece molecular cluster, H30O15 overall at a distorted geometry, with ωB97M-V/def2-TZVPD.

Geometry as XYZ:
```
45
Properties=species:S:1:pos:R:3:forces:R:3:mulliken_charge:R:1
O 2.422 0.424 -0.702 -0.45 -0.05 -1.88 -0.62
H 2.662 0.469 0.208 0.60 0.07 1.64 0.31
H 2.336 1.366 -0.883 -0.19 0.04 -0.17 0.23
O -0.974 -2.122 -2.548 -1.00 0.17 2.38 -0.62
H -0.635 -1.950 -3.387 0.99 0.32 -2.24 0.26
H -0.908 -3.047 -2.339 0.13 -0.69 -0.18 0.29
O 1.493 -2.531 -0.942 1.69 1.40 -0.61 -0.56
H 1.301 -3.325 -0.503 -0.78 -1.54 0.72 0.32
H 0.699 -2.094 -1.228 -0.74 0.05 -0.22 0.19
O -1.376 -2.744 0.404 -0.03 -3.04 1.98 -0.59
H -1.110 -1.948 0.036 0.80 2.84 -1.23 0.10
H -0.770 -2.793 1.175 -0.97 -0.09 -0.60 0.31
O -3.314 -1.177 -1.386 -1.26 -1.00 0.77 -0.71
H -2.457 -1.573 -1.500 0.78 -0.32 -0.49 0.28
H -3.186 -0.262 -1.502 0.29 1.63 -0.56 0.32
O -0.342 -0.340 -0.299 -0.36 -0.83 -1.48 0.84
H 0.530 -0.376 0.080 0.99 0.19 0.25 0.04
H -0.827 0.330 0.136 -0.52 1.03 1.11 -0.16
O 0.898 3.097 0.198 1.16 0.61 0.21 -0.60
H 0.264 2.645 0.727 -0.68 -0.78 0.77 0.27
H 0.432 3.192 -0.626 -0.32 0.09 -0.90 0.39
O 4.086 -1.741 0.357 1.18 -0.39 0.79 -0.66
H 3.244 -1.568 -0.042 -0.71 0.28 -0.69 0.43
H 4.636 -0.950 0.286 -0.47 -0.15 -0.14 0.31
O -3.901 -0.786 1.413 -0.40 0.25 1.60 -0.59
H -4.345 0.045 1.304 -0.69 0.62 0.41 0.27
H -3.532 -0.877 0.560 0.89 -1.10 -1.84 0.38
O 2.810 1.205 1.739 -0.32 -0.71 0.70 -0.68
H 2.958 2.150 1.760 -0.22 0.27 -0.02 0.30
H 1.890 1.035 2.058 0.82 0.55 -0.03 0.35
O 0.295 0.681 -3.137 -0.48 -0.19 -2.42 -0.63
H 1.003 1.315 -3.135 0.26 0.18 0.57 0.29
H -0.005 0.444 -2.286 0.22 -0.33 1.92 0.19
O 1.070 -1.569 2.118 -0.42 1.97 0.26 -0.50
H 1.699 -1.469 2.830 0.36 0.07 0.23 0.27
H 1.045 -2.478 1.937 0.27 -1.87 -0.44 0.18
O -1.835 1.629 1.151 0.44 0.35 0.47 -0.49
H -2.491 1.778 0.493 -0.86 -0.25 -1.21 0.14
H -2.114 2.303 1.770 0.23 0.21 0.76 0.25
O -0.887 3.096 -1.943 0.59 0.60 -0.04 -0.60
H -1.450 2.342 -1.924 -0.36 -1.32 -0.39 0.27
H -1.458 3.774 -1.607 -0.34 0.97 0.17 0.29
O 0.397 1.340 3.084 -0.43 -2.24 -0.25 -0.64
H 0.179 2.245 3.154 -0.54 1.47 0.21 0.26
H -0.427 0.817 2.939 0.86 0.65 0.12 0.31
```
Forces are in eV/Å.

LUMO = -0.88 eV
E = -1146.5626 Ha
Kohn-Sham gap = 0.347 hartree

(3)
Computed, not measured: H30O15 as an isolated structure at a distorted geometry, with ωB97M-V/def2-TZVPD.

Geometry as XYZ:
```
45
Properties=species:S:1:pos:R:3:forces:R:3:mulliken_charge:R:1
H -0.290 0.827 0.311 0.50 -1.23 -0.79 -0.06
H 0.776 0.497 -0.698 1.64 1.15 -0.62 0.36
H 0.166 2.508 -3.785 0.58 -0.09 0.53 0.33
H 0.090 1.768 -2.444 1.06 0.70 -0.80 0.30
H 1.830 -0.436 -4.178 -3.51 0.45 -1.05 0.26
H 3.193 -0.035 -4.262 -0.03 -0.80 0.70 0.30
H 1.504 0.024 3.403 -0.78 -1.75 -0.58 0.27
H 0.401 -0.251 2.438 -0.55 -0.34 -0.49 0.37
H 0.903 -2.039 -1.197 0.06 -0.52 -0.27 0.18
H 0.422 -0.770 -1.669 -0.65 3.60 0.90 0.41
H -1.558 -2.179 -0.810 -2.74 1.24 0.84 0.42
H -2.728 -1.166 -1.069 0.17 -0.46 0.22 0.21
H -2.476 2.058 3.051 -0.35 -1.08 -0.24 0.28
H -1.610 1.594 1.940 0.05 -0.80 0.13 0.25
H -1.650 -1.354 1.278 1.77 0.73 -0.82 0.27
H -0.084 -1.354 0.759 -1.11 -0.32 0.78 0.10
H 3.316 -4.062 -0.537 -0.54 0.38 -0.95 0.29
H 2.981 -2.968 -1.568 0.22 2.18 -0.32 0.28
H -2.510 2.727 1.027 -0.76 -1.13 -0.61 0.29
H -1.866 2.195 -0.195 0.10 -0.06 -1.13 0.28
H -2.754 -0.600 -2.904 1.56 -1.45 -0.95 0.31
H -1.253 -1.032 -3.295 -0.11 0.03 0.23 0.28
H -0.432 1.726 4.119 -1.00 -0.24 -0.69 0.28
H 0.752 1.903 4.888 -0.07 1.21 -1.66 0.34
H 2.505 -2.881 1.793 2.53 0.36 0.83 0.29
H 1.110 -2.616 2.109 0.85 -0.56 -1.43 0.27
H 3.395 0.232 0.297 -0.82 -0.21 1.14 0.27
H 3.498 0.757 1.653 2.88 2.96 2.84 0.24
H -2.522 4.324 0.295 0.10 -2.28 -2.32 0.30
H -2.577 5.900 0.095 0.02 -1.60 0.59 0.32
O 0.065 0.072 -0.219 4.96 8.11 -5.36 -0.32
O 0.733 2.265 -3.023 -1.72 -0.66 0.25 -0.61
O 2.616 -0.685 -3.799 3.70 0.37 0.43 -0.53
O 0.963 -0.746 3.042 1.08 1.90 1.35 -0.56
O 0.478 -1.617 -1.955 0.62 -4.30 -1.38 -0.64
O -2.441 -1.808 -0.408 0.39 -2.22 -2.33 -0.66
O -2.443 1.355 2.351 0.54 0.47 5.20 -0.59
O -0.904 -0.831 0.811 -5.34 -5.99 9.28 -0.33
O 2.929 -3.879 -1.421 0.29 -2.53 1.11 -0.59
O -2.568 1.958 0.412 0.43 2.62 -3.08 -0.58
O -2.154 -1.360 -3.199 -1.59 1.51 0.25 -0.62
O 0.356 2.257 4.025 1.04 -1.09 2.35 -0.63
O 1.692 -2.995 1.376 -3.40 0.34 0.51 -0.56
O 2.957 0.225 1.190 -1.88 -2.63 -4.13 -0.48
O -2.595 5.126 0.713 -0.21 4.05 1.53 -0.58
```
Forces are in eV/Å.

LUMO = -0.46 eV
E = -1146.2650 Ha
Kohn-Sham gap = 0.312 hartree

(4)
Computed, not measured: a 15-piece molecular cluster, H30O15 overall at a distorted geometry, with ωB97M-V/def2-TZVPD.

Geometry as XYZ:
```
45
Properties=species:S:1:pos:R:3:forces:R:3:mulliken_charge:R:1
O -1.670 -0.743 -2.704 0.87 -1.59 -0.59 -0.59
H -2.482 -0.655 -3.167 -1.09 -0.32 -1.01 0.27
H -1.745 0.001 -2.148 0.42 1.64 1.17 0.24
O -1.099 -3.677 -1.541 -1.10 -1.36 0.04 -0.59
H -0.400 -3.055 -1.644 1.01 0.90 -0.43 0.41
H -0.694 -4.554 -1.580 -0.16 0.29 0.07 0.29
O -0.172 0.345 -0.225 -1.09 1.02 -0.75 0.24
H 0.285 1.035 0.263 0.85 -0.72 0.48 0.06
H 0.224 -0.520 -0.178 0.54 -0.28 0.55 0.10
O -1.726 1.899 -1.841 -1.36 -0.90 0.99 -0.67
H -1.127 2.494 -2.226 1.21 1.20 -0.76 0.32
H -1.235 1.479 -1.108 -0.10 -0.03 -0.20 0.34
O 2.413 -2.270 1.183 0.15 0.09 0.02 -0.72
H 2.843 -1.681 0.536 -0.18 -0.11 0.83 0.32
H 1.919 -1.674 1.804 0.51 -0.26 -0.74 0.45
O 3.461 -0.401 -0.624 -0.98 0.40 0.23 -0.55
H 4.324 -0.582 -0.934 1.73 -0.13 -0.33 0.27
H 2.919 -0.951 -1.188 -0.75 -0.07 -0.34 0.34
O -1.517 3.118 1.340 0.72 1.33 -1.65 -0.67
H -0.957 3.616 0.706 -0.90 -0.56 -0.35 0.28
H -0.989 3.309 2.091 0.46 -0.32 1.81 0.29
O -0.253 -3.140 1.208 -0.60 -0.05 2.06 -0.62
H 0.605 -3.515 1.342 1.05 -0.16 0.30 0.29
H -0.299 -3.077 0.283 -0.69 0.20 -1.86 0.23
O -2.767 -1.675 0.010 -0.07 -0.70 -0.19 -0.61
H -2.813 -0.769 -0.287 -0.07 0.51 0.17 0.29
H -2.613 -2.198 -0.790 0.08 0.07 0.24 0.33
O 0.872 -0.647 2.632 1.32 -1.28 -0.09 -0.75
H 0.674 0.261 2.788 0.18 0.76 0.13 0.38
H 0.095 -1.175 2.702 -1.10 -0.70 -0.18 0.30
O 0.176 1.700 3.178 0.24 0.98 -0.90 -0.63
H -0.666 1.243 3.185 -0.59 0.30 0.50 0.33
H 0.372 2.169 3.980 -0.33 -0.07 0.87 0.24
O 2.170 1.915 0.844 -0.01 -0.60 1.43 -0.58
H 1.913 2.397 1.657 0.10 -0.16 -1.13 0.24
H 2.011 2.422 0.057 -0.18 0.96 -0.23 0.29
O 0.938 3.286 -1.499 0.23 -1.30 -0.38 -0.67
H 1.175 2.464 -1.997 -0.32 0.87 0.57 0.32
H 1.103 3.999 -2.113 0.16 0.36 -0.24 0.28
O -3.097 1.043 0.805 0.06 1.17 0.27 -0.59
H -2.433 1.769 0.865 -0.10 -0.97 -0.14 0.35
H -3.874 1.601 0.956 -0.31 -0.57 -0.14 0.29
O 1.168 -2.098 -1.849 0.93 -0.15 0.01 -0.70
H 1.897 -2.699 -2.025 0.25 -0.66 0.80 0.29
H 1.068 -1.809 -2.746 -1.01 0.96 -0.91 0.26
```
Forces are in eV/Å.

LUMO = -0.31 eV
E = -1146.5571 Ha
Kohn-Sham gap = 0.336 hartree

(5)
Computed, not measured: a 15-piece molecular cluster, H30O15 overall at a distorted geometry, with ωB97M-V/def2-TZVPD.

Geometry as XYZ:
```
45
Properties=species:S:1:pos:R:3:forces:R:3:mulliken_charge:R:1
H 0.187 -0.507 1.777 1.21 -2.21 2.50 0.18
H -0.626 -0.562 0.475 0.14 0.53 0.80 0.27
H 0.636 1.231 -3.220 0.73 0.27 -2.08 0.22
H -0.157 1.704 -2.095 1.48 -0.93 0.16 0.28
H 2.330 2.000 4.188 -0.32 0.28 -0.53 0.32
H 3.728 2.070 4.403 2.23 -0.28 1.28 0.28
H 2.970 0.745 1.414 1.77 0.06 -1.76 0.31
H 4.498 0.499 0.835 -0.12 -0.18 0.47 0.27
H -0.373 -3.716 -2.302 -0.33 -0.06 0.42 0.31
H -1.530 -3.344 -1.389 -1.21 0.97 0.02 0.27
H 2.172 2.461 2.160 -0.57 0.41 -0.86 0.33
H 1.454 3.015 0.887 0.37 1.80 -1.51 0.27
H -2.864 -1.124 -1.608 -0.27 -0.66 1.15 0.35
H -4.279 -1.023 -1.428 -3.04 1.66 -0.95 0.23
H -3.418 -3.716 -0.432 -0.33 1.07 2.36 0.30
H -2.957 -3.646 1.076 1.19 -1.03 0.97 0.28
H -0.237 -0.351 -1.331 -1.10 -0.33 -0.52 0.24
H -1.278 0.563 -1.876 -0.79 -0.92 0.05 0.33
H -0.427 2.037 1.139 -0.38 0.99 -0.73 0.40
H -0.762 3.447 0.415 1.31 1.65 -0.33 0.23
H -3.637 2.132 -2.678 0.93 -1.24 -0.35 0.27
H -2.656 2.477 -1.768 1.23 1.70 2.43 0.27
H 1.800 -1.911 -2.097 2.17 1.11 0.40 0.31
H 2.925 -0.744 -2.023 -0.50 0.32 -0.01 0.26
H 2.551 1.387 -2.008 -1.12 1.86 1.52 0.24
H 2.834 1.692 -0.579 -0.16 0.40 0.37 0.45
H -3.612 1.198 3.828 0.35 0.80 -0.14 0.32
H -2.807 1.794 2.715 0.80 -0.17 -1.65 0.30
H 2.151 -4.048 0.113 -0.04 0.04 -0.21 0.30
H 1.888 -5.426 0.714 -0.24 -0.95 -0.38 0.31
O -0.143 0.011 1.113 -1.65 1.51 -3.11 -0.36
O 0.446 0.949 -2.355 -0.87 2.14 -0.09 -0.47
O 3.136 2.281 3.725 -1.97 -0.06 -0.55 -0.64
O 3.621 0.829 0.638 -1.22 -0.23 1.36 -0.64
O -0.720 -3.817 -1.400 1.57 -0.74 -0.47 -0.59
O 1.476 2.311 1.481 0.59 -1.89 2.63 -0.59
O -3.610 -1.537 -1.088 3.15 -0.26 -1.01 -0.55
O -3.567 -3.281 0.475 -0.84 -1.00 -2.32 -0.60
O -1.186 -0.352 -1.588 -0.17 -1.24 1.36 -0.59
O -1.098 2.649 0.736 -1.43 -2.63 0.72 -0.63
O -2.765 1.778 -2.358 -2.21 -0.22 -2.00 -0.61
O 2.766 -1.676 -1.897 -1.76 -1.54 -0.28 -0.59
O 2.241 2.026 -1.277 2.20 -1.16 -1.49 -0.57
O -3.159 2.021 3.550 -1.08 -0.59 1.72 -0.64
O 2.059 -4.527 0.937 0.28 0.98 0.62 -0.62
```
Forces are in eV/Å.

LUMO = 0.02 eV
E = -1146.4496 Ha
Kohn-Sham gap = 0.366 hartree